ORCA calculation (ωB97M-V with the def2-TZVPD basis set) on C6H13NO2 in the gas phase in a non-equilibrium geometry.

Computed properties:
orbital gap = 10.7 eV
E = -12018.654 eV
lowest unoccupied orbital energy = 0.83 eV
SMILES string = CCCCCNC(=O)O
total charge = 0

Atoms and positions in Å:
C1 -1.752 -0.919 0.015
C2 1.142 -0.809 0.352
C3 -0.937 0.932 -1.356
C4 1.471 0.199 -0.757
C5 0.479 1.353 -0.951
C6 1.009 -0.182 1.734
N1 -1.696 0.399 -0.242
O1 -2.170 -1.161 1.279
O2 -1.432 -1.829 -0.752
H1 -2.318 -2.111 1.378
H2 0.238 -1.467 -0.002
H3 -1.835 1.009 0.551
H4 1.964 -1.532 0.383
H5 -0.906 0.148 -2.115
H6 -1.482 1.792 -1.756
H7 1.548 -0.347 -1.700
H8 2.453 0.643 -0.559
H9 0.869 2.000 -1.740
H10 0.425 1.952 -0.038
H11 0.126 0.446 1.811
H12 1.872 0.441 1.969
H13 0.934 -0.957 2.498

***

ORCA calculation (ωB97M-V with the def2-TZVPD basis set) on a molecular structure, C6H13NO2 in a non-equilibrium geometry.

Computed properties:
orbital gap = 7.8 eV
E = -12015.374 eV
lowest unoccupied orbital energy = -0.48 eV
total charge = 0

Atoms and positions in Å:
C1 -1.589 0.207 0.167
C2 -1.376 1.091 1.390
C3 -0.627 -1.320 0.526
O1 -1.253 0.788 -0.974
O2 -2.893 -0.307 0.176
H1 -0.443 0.216 -1.716
H2 -3.364 0.085 -0.570
H3 -1.748 0.598 2.285
H4 -1.920 2.025 1.242
H5 -0.319 1.309 1.514
H6 -0.776 -2.016 -0.300
H7 0.373 -1.256 0.947
H8 -1.251 -1.644 1.354
C4 1.538 -0.526 -1.249
C5 1.850 0.621 -0.425
C6 2.856 0.617 0.450
N1 0.622 -0.446 -2.163
H9 0.490 -1.275 -2.729
H10 2.143 -1.421 -1.117
H11 1.116 1.417 -0.444
H12 3.523 -0.228 0.549
H13 3.050 1.466 1.088

***

ORCA calculation (ωB97M-V with the def2-TZVPD basis set) on 2 unconnected molecules or ions with the total composition C6H13NO2 in a non-equilibrium geometry.

Computed properties:
orbital gap = 5.9 eV
E = -12014.015 eV
lowest unoccupied orbital energy = -0.27 eV
total charge = 0

Atoms and positions in Å:
O1 2.776 -0.525 1.759
C1 2.312 -0.098 0.735
C2 1.826 -1.017 -0.357
C3 0.407 -0.771 -0.871
C4 -0.769 -0.874 0.110
C5 -0.786 0.485 0.787
N1 -0.364 1.421 -0.325
C6 0.102 0.586 -1.497
H1 2.293 1.008 0.613
H2 2.514 -0.919 -1.202
H3 1.939 -2.032 0.008
H4 0.254 -1.554 -1.615
H5 -0.892 -1.750 0.730
H6 -1.642 -0.861 -0.550
H7 -1.722 0.734 1.308
H8 -0.034 0.425 1.578
H9 -1.140 2.057 -0.498
H10 0.461 1.885 0.045
H11 -0.748 0.477 -2.160
H12 0.928 1.053 -2.023
O2 -3.526 0.072 1.371
H13 -4.189 0.198 2.054

***

ORCA calculation (ωB97M-V with the def2-TZVPD basis set) on 2 unconnected molecules or ions with the total composition C6H13NO2 in a non-equilibrium geometry.

Computed properties:
orbital gap = 9.6 eV
E = -12016.849 eV
lowest unoccupied orbital energy = 0.67 eV
SMILES string = CN=C(O)O.C=C(C)C
total charge = 0

Atoms and positions in Å:
C1 -1.492 -1.660 1.616
C2 -0.888 0.750 -1.644
C3 1.551 1.271 -1.159
C4 0.694 -1.032 -0.974
C5 0.441 0.255 -1.167
C6 -0.228 0.331 1.378
N1 -1.323 -0.271 1.308
O1 0.993 -0.130 1.783
O2 -0.199 1.656 1.206
H1 -1.992 -1.733 2.585
H2 -0.570 -2.257 1.657
H3 -1.263 1.529 -0.985
H4 -0.782 1.171 -2.645
H5 -1.615 -0.054 -1.675
H6 2.045 1.264 -2.130
H7 1.170 2.274 -0.991
H8 2.299 1.030 -0.406
H9 -0.079 -1.777 -1.055
H10 1.674 -1.386 -0.696
H11 -2.155 -2.087 0.864
H12 1.007 -1.093 1.800
H13 0.715 1.950 1.329

***

ORCA calculation (ωB97M-V with the def2-TZVPD basis set) on C6H13NO3 in the gas phase.

Computed properties:
orbital gap = 10.4 eV
E = -14065.727 eV
lowest unoccupied orbital energy = 0.70 eV
SMILES string = O=C(CCCO)NCCO
total charge = 0

Atoms and positions in Å:
O1 0.815 -0.685 -1.031
C1 0.261 -0.351 -0.001
N1 0.178 -1.158 1.080
H1 -0.315 -0.826 1.891
C2 0.795 -2.473 1.154
H2 0.648 -2.848 2.167
H3 1.869 -2.381 0.959
C3 0.214 -3.467 0.131
O2 0.884 -3.439 -1.093
H4 0.963 -2.503 -1.361
H5 0.320 -4.486 0.512
H6 -0.860 -3.256 0.001
C4 -0.419 0.991 0.187
H7 -1.500 0.824 0.210
H8 -0.124 1.429 1.141
C5 -0.069 1.959 -0.940
C6 -0.784 3.294 -0.769
H9 -0.534 3.951 -1.613
H10 -1.874 3.137 -0.765
O3 -0.373 3.879 0.451
H11 -0.761 4.756 0.527
H12 -0.341 1.521 -1.901
H13 1.008 2.131 -0.937

***

ORCA calculation (ωB97M-V with the def2-TZVPD basis set) on C6H13NO3 in the gas phase in a non-equilibrium geometry.

Computed properties:
orbital gap = 9.1 eV
E = -14064.673 eV
lowest unoccupied orbital energy = 0.56 eV
SMILES string = CNC[C@@H](CC(=O)O)OC
total charge = 0

Atoms and positions in Å:
C1 2.028 -1.920 3.070
O1 2.739 -1.403 1.975
C2 2.450 -0.067 1.647
C3 3.411 0.383 0.545
N1 3.021 -0.147 -0.743
C4 3.569 -1.422 -1.145
C5 0.587 -0.606 -0.026
O2 0.424 -1.805 -0.042
C6 0.991 0.170 1.210
H1 2.481 -2.884 3.332
H2 2.095 -1.246 3.943
H3 0.968 -2.090 2.818
H4 2.625 0.565 2.537
H5 3.381 1.480 0.499
H6 4.432 0.082 0.849
H7 3.159 -2.210 -0.500
H8 3.265 -1.646 -2.176
H9 4.673 -1.454 -1.070
H10 0.292 -0.113 2.009
H11 0.864 1.250 1.048
H12 2.770 0.539 -1.522
O3 0.185 0.148 -1.168
H13 0.182 1.092 -0.971

***

The calculation returns the following energy above the lowest of the compared OMol25 structures with the same formula, charge and spin values, one per record and in order: 6.9, 323.3, 454.4, 181.0, 87.1, 188.8 kJ/mol.